# 1
A structure of composition C20H40N6O4P2Pt, computed with ωB97M-V/def2-TZVPD.

Computed properties:
lowest unoccupied orbital energy (alpha / beta): 0.0191 / 0.0176 Ha
F_max: 0.0179 Eh/bohr
<S²>: 2.042
HOMO-LUMO gap (alpha / beta): 0.24052 / 0.27135 Ha
highest occupied orbital energy (alpha / beta): -0.221 / -0.254 Ha
DFT total energy: -2217.694324 a.u.

ORCA input file:
```
! wB97M-V def2-TZVPD RIJCOSX def2/J DEFGRID3
* xyz 0 3
Pt 0.27532 -0.65760 -0.22853
C 4.66473 1.04773 3.39197
N 4.56970 1.67362 2.08404
C 5.13345 3.00849 2.01976
P 3.34876 1.24157 1.07210
O 2.73532 -0.04513 1.43045
O 2.26219 2.45339 1.17738
P 0.65563 2.33638 1.22891
O 0.11760 1.48838 0.13151
N 0.25335 3.93287 1.10189
C 0.97299 4.78674 0.16741
C -1.18186 4.18684 1.08455
N 0.21064 1.86639 2.72449
C 0.74438 2.57026 3.87460
C -0.34005 0.54732 3.02500
N 3.97783 1.46595 -0.44931
C 5.10568 0.58270 -0.74688
C 3.02113 1.45245 -1.56162
H 5.71663 0.90877 3.65158
H 4.17192 0.08004 3.37071
H 4.20098 1.67166 4.16477
H 6.19500 2.97234 2.27636
H 4.63039 3.68578 2.72046
H 5.03787 3.40793 1.01214
H 2.03820 4.57428 0.19383
H 0.82155 5.82781 0.45744
H 0.60800 4.65944 -0.85818
H -1.70181 3.48103 1.73010
H -1.58898 4.08203 0.07353
H -1.36903 5.19993 1.44387
H 1.13723 3.54260 3.58054
H 1.54078 1.98337 4.34400
H -0.04835 2.72750 4.60991
H -0.40817 -0.06713 2.12357
H -1.34011 0.64881 3.45369
H 0.30935 0.04177 3.74315
H 5.81343 0.58466 0.07942
H 5.60936 0.95686 -1.63826
H 4.77171 -0.44292 -0.93057
H 2.18490 2.11769 -1.36759
H 2.62296 0.44732 -1.73983
H 3.53981 1.79929 -2.45689
O -2.37974 -0.39743 0.66699
C -3.11198 0.37205 0.09042
C -3.68872 0.07430 -1.26859
C -4.96908 -0.73713 -0.98011
C -5.91757 -0.15633 0.08316
C -5.38275 -0.16320 1.52622
C -4.52021 1.05943 1.87800
N -3.68882 1.47135 0.73921
H -2.98244 -0.51089 -1.85466
H -3.93689 0.99312 -1.80640
H -4.66451 -1.73630 -0.65981
H -5.51931 -0.85517 -1.91638
H -6.82964 -0.75621 0.05740
H -6.22306 0.85745 -0.20139
H -4.79214 -1.07026 1.67260
H -6.21646 -0.21663 2.23017
H -3.88287 0.84903 2.73734
H -5.14929 1.91486 2.13184
H -4.24041 2.01986 0.09422
N 0.25968 -2.46049 -0.63792
C 0.97130 -3.45038 -0.06157
C 1.92242 -3.22576 0.95675
C 2.62410 -4.28118 1.50148
C 2.40984 -5.58419 1.06250
C 1.47353 -5.82550 0.06002
C 0.76529 -4.78166 -0.49408
H 2.09759 -2.20613 1.28335
H 3.35196 -4.09077 2.28102
H 2.96834 -6.40419 1.49463
H 1.30153 -6.83665 -0.28637
H 0.03301 -4.95062 -1.27115
*
```

Atomic partial charges in e from the Mulliken method, atoms 1 to 5: 0.546, -0.941, 0.217, -1.029, 0.197



# 2
A structure of composition C36H66BGeN6ReS3Si3, computed with ωB97M-V/def2-TZVPD.

Computed properties:
relative energy (zero: lowest compared OMol25 entry of this formula, charge and spin): 67.9 kJ/mol
lowest unoccupied orbital energy: -0.3899 Ha
F_max: 0.0178 Eh/bohr
HOMO-LUMO gap: 0.22491 Ha
highest occupied orbital energy: -0.615 Ha
DFT total energy: -5981.757257 a.u.

ORCA input file:
```
! wB97M-V def2-TZVPD RIJCOSX def2/J DEFGRID3
* xyz 4 1
Re 1.40715 -0.02588 1.01621
C 4.53181 -0.40383 -2.94845
C 3.04199 -0.54123 -2.90099
C 2.31589 -0.93182 -3.99263
C 0.92380 -1.11413 -3.89689
N 0.28956 -0.78124 -2.79188
N 0.97597 -0.35138 -1.72891
B -0.12102 0.01511 -0.54485
N -1.15442 -1.14106 -0.50991
N -2.39224 -0.94569 -0.95587
C -3.20820 -1.98171 -1.00046
C -2.75332 -3.27026 -0.64751
C -1.49773 -3.45920 -0.13183
C -0.99203 -4.79499 0.30616
C -0.71635 -2.29432 -0.01677
S 0.79508 -2.25642 0.88749
C -4.62564 -1.75888 -1.48929
C -5.03524 -0.29823 -1.30632
C -5.59820 -2.65794 -0.71489
C -4.65215 -2.13763 -2.97874
N -0.71507 1.41822 -0.91074
N -1.50106 1.52301 -1.99838
C -1.95180 2.71990 -2.32560
C -1.62538 3.85598 -1.55173
C -0.78487 3.76166 -0.48254
C -0.38330 4.95399 0.32621
C -0.32667 2.46333 -0.18501
S 0.76462 2.18338 1.16134
C -2.82660 2.88402 -3.55368
C -2.20772 3.95330 -4.46436
C -2.93475 1.58203 -4.32785
C -4.21835 3.34032 -3.09100
C 2.31469 -0.28903 -1.71900
S 3.28470 0.04731 -0.24365
C 0.12551 -1.69891 -5.04377
C 0.76643 -3.03878 -5.43993
C 0.18584 -0.72226 -6.22712
C -1.32021 -1.94404 -4.62953
H 4.89965 -0.63158 -3.94541
H 5.01168 -1.08569 -2.24518
H 4.84098 0.61093 -2.69403
H 2.82056 -1.13833 -4.92612
H -3.42185 -4.11364 -0.75148
H -1.79875 -5.52335 0.32443
H -0.54783 -4.74153 1.30053
H -0.22393 -5.15536 -0.38072
H -5.14843 -0.05308 -0.24972
H -5.99624 -0.13413 -1.79145
H -4.30633 0.38158 -1.74019
H -5.44336 -2.59010 0.36282
H -5.53274 -3.70282 -1.01503
H -6.61800 -2.33606 -0.91914
H -3.94344 -1.54496 -3.55264
H -5.65018 -1.96306 -3.37968
H -4.41619 -3.19285 -3.12500
H -2.02579 4.81993 -1.83622
H -0.47925 5.86011 -0.26746
H 0.64715 4.87800 0.67101
H -1.03099 5.05521 1.19817
H -1.19751 3.67896 -4.77203
H -2.17393 4.93775 -3.99873
H -2.81650 4.04763 -5.36238
H -1.95271 1.23949 -4.64396
H -3.53987 1.74638 -5.21902
H -3.39893 0.79935 -3.73667
H -4.18420 4.29533 -2.56614
H -4.68428 2.60342 -2.43750
H -4.85979 3.47234 -3.96147
H 1.79789 -2.92920 -5.77346
H 0.20598 -3.46886 -6.26886
H 0.74154 -3.75029 -4.61307
H 1.20582 -0.56721 -6.58028
H -0.24000 0.24696 -5.96566
H -0.38771 -1.12873 -7.05907
H -1.37822 -2.67914 -3.82344
H -1.87126 -2.33763 -5.48300
H -1.80522 -1.03427 -4.29081
C 5.08819 -2.67976 5.78762
Si 5.01965 -3.13540 4.02742
C 6.03783 -2.29603 2.77155
C 3.94357 -4.50418 3.49516
Ge 1.36450 0.07180 3.28818
Si -0.57990 -0.14130 4.84957
C -1.08539 -1.90708 4.54528
C 0.12440 0.18066 6.53605
C -1.80144 1.12970 4.25998
Si 3.59267 4.21098 4.96637
C 4.05899 3.62957 6.62461
C 1.91391 4.85343 4.66115
C 4.77223 4.20582 3.57869
H 5.58824 -3.50132 6.31747
H 4.08569 -2.61843 6.21573
H 5.64715 -1.76619 5.98151
H 6.46025 -3.02310 2.07427
H 6.83622 -1.69452 3.20425
H 5.37851 -1.64036 2.18638
H 4.58751 -5.35722 3.24599
H 3.40558 -4.24974 2.57840
H 3.24555 -4.82392 4.26732
H -0.49294 -2.60882 5.13286
H -1.01709 -2.18427 3.49299
H -2.12763 -2.02875 4.85102
H 1.01838 -0.41051 6.73207
H -0.61652 -0.09339 7.29096
H 0.35485 1.23637 6.68193
H -1.87455 1.15056 3.17259
H -1.55512 2.13071 4.61487
H -2.79033 0.88280 4.65447
H 3.25331 3.06687 7.10016
H 4.20615 4.52486 7.24533
H 4.98835 3.06308 6.63871
H 1.32558 4.95427 5.57221
H 1.39042 4.19086 3.96130
H 1.98192 5.82656 4.16577
H 5.78307 3.94032 3.88268
H 4.78478 5.18760 3.09751
H 4.42491 3.49325 2.82041
*
```

Atomic partial charges in e from the Mulliken method, atoms 1 to 5: -1.290, -1.999, 0.403, -0.624, -0.001



# 3
A cluster of 3 separate species, CH9N3P in total in a non-equilibrium geometry, computed with ωB97M-V/def2-TZVPD.

Computed properties:
relative energy (zero: lowest compared OMol25 entry of this formula, charge and spin): 334.9 kJ/mol
lowest unoccupied orbital energy: -0.1355 Ha
F_max: 0.0998 Eh/bohr
HOMO-LUMO gap: 0.31369 Ha
highest occupied orbital energy: -0.449 Ha
DFT total energy: -548.744899 a.u.

ORCA input file:
```
! wB97M-V def2-TZVPD RIJCOSX def2/J DEFGRID3
* xyz 1 1
C 1.10558 0.99963 -0.22208
N 0.63827 0.88326 -1.34930
N 0.19295 -0.30579 1.03060
N -1.07703 -1.21505 -1.28724
P -0.57344 0.17246 2.44457
H 1.93748 1.41788 0.29527
H -0.82403 -0.21564 -0.86893
H 1.10436 1.26427 -2.15014
H 1.03471 -0.85902 1.01540
H -0.17395 -1.45342 -1.69946
H -1.21841 -1.87791 -0.52823
H -1.73496 -1.06952 -2.03903
H 0.48738 0.61373 3.24981
H -0.89890 1.64511 2.10877
*
```

Atomic partial charges in e from the Mulliken method, atoms 1 to 5: 0.102, -0.523, -0.573, -0.520, -0.087



# 4
An isolated molecule of C6H13N in a non-equilibrium geometry, computed with ωB97M-V/def2-TZVPD.

Computed properties:
relative energy (zero: lowest compared OMol25 entry of this formula, charge and spin): 183.5 kJ/mol
lowest unoccupied orbital energy: 0.0412 Ha
F_max: 0.0986 Eh/bohr
HOMO-LUMO gap: 0.34740 Ha
highest occupied orbital energy: -0.306 Ha
DFT total energy: -291.088855 a.u.
structure (SMILES): CCN1CCCC1

ORCA input file:
```
! wB97M-V def2-TZVPD RIJCOSX def2/J DEFGRID3
* xyz 0 1
C -2.50954 0.87625 -0.60698
C -1.29575 -0.07624 -1.17003
N -0.07472 0.29272 -0.32031
C 1.18929 0.05956 -0.88978
C 2.09855 -0.30784 0.43622
C 1.16759 -0.44219 1.54542
C -0.20566 -0.36113 1.01365
H -2.12471 1.83721 -0.13723
H -3.00105 0.48788 0.25069
H -3.30393 1.04747 -1.34439
H -1.66172 -1.15726 -1.24906
H -1.09216 0.05234 -2.30222
H 1.56326 0.94519 -1.38996
H 1.16093 -0.75023 -1.64284
H 2.90254 0.44491 0.67310
H 2.56074 -1.21364 0.15243
H 1.26279 0.28914 2.41970
H 1.27533 -1.41025 2.15616
H -0.99606 0.30077 1.66900
H -0.68973 -1.41306 1.01574
*
```

Atomic partial charges in e from the Mulliken method, atoms 1 to 5: -1.177, -0.459, 0.004, -0.727, -0.477